13
Properties=species:S:1:pos:R:3:forces:R:3 method="wB97M-V/def2-TZVPD" energy_ha=-1081.67011 lumo_ev=0.23 e_above_lowest_ev=3.351 gap_ev=8.93
C 3.811346 0.260470 -0.527645 2.3 -0.5 1.5
C 2.774101 0.360108 0.341774 2.3 -0.9 -3.8
S 1.238690 0.041677 -0.302223 -1.8 -0.1 -1.2
C 0.346926 -0.622787 1.008485 -4.2 -0.4 -1.2
N -0.925641 -1.049986 0.908823 2.6 1.2 0.6
S -1.926424 -0.871996 -0.534753 0.6 1.7 1.1
C -2.593661 0.909046 -0.324379 0.7 -0.1 0.1
O -2.158692 1.742563 0.455736 -1.5 -2.2 -2.2
H 5.004809 0.331535 -0.213033 -3.6 0.2 -0.7
H 3.635247 -0.123938 -1.552013 0.1 0.5 0.7
H 2.765547 0.610750 1.317641 0.7 0.9 3.1
H 0.772665 -0.546996 2.002648 0.1 -0.5 0.1
H -3.457774 0.982125 -1.160677 1.6 0.3 1.9


13
Properties=species:S:1:pos:R:3:forces:R:3 method="wB97M-V/def2-TZVPD" energy_ha=-1081.55370 spin_multiplicity=3 lumo_ev="0.51 / -1.64" e_above_lowest_ev=2.568 gap_ev="8.85 / 7.90"
C 0.879196 0.429691 -0.955970 2.7 0.2 0.2
C 1.925651 -0.392340 -1.291833 2.1 0.5 -1.6
C 0.475880 -1.497914 0.220859 -0.4 0.8 1.3
C 0.131079 -0.194583 0.047611 -1.5 -0.3 -1.4
N -2.395188 0.898575 -0.294968 -0.2 -0.5 -0.3
O -1.743268 -0.431034 1.857602 -0.3 -0.9 0.8
S 1.860729 -2.004301 -0.602070 -0.3 1.7 -0.4
S -1.373215 0.478729 0.797518 0.1 0.6 -0.3
H 1.047990 1.482386 -1.151224 -0.9 0.0 -0.2
H 2.874474 -0.025604 -1.862205 -2.1 -1.0 0.9
H 0.055908 -1.908855 1.086225 -0.6 -1.7 0.7
H -3.388158 0.678064 -0.061161 1.1 0.2 0.0
H -0.351080 2.487186 2.209616 0.2 0.3 0.3


Copy entry 2 word for word.
13
Properties=species:S:1:pos:R:3:forces:R:3 method="wB97M-V/def2-TZVPD" energy_ha=-1081.55370 spin_multiplicity=3 lumo_ev="0.51 / -1.64" e_above_lowest_ev=2.568 gap_ev="8.85 / 7.90"
C 0.879196 0.429691 -0.955970 2.7 0.2 0.2
C 1.925651 -0.392340 -1.291833 2.1 0.5 -1.6
C 0.475880 -1.497914 0.220859 -0.4 0.8 1.3
C 0.131079 -0.194583 0.047611 -1.5 -0.3 -1.4
N -2.395188 0.898575 -0.294968 -0.2 -0.5 -0.3
O -1.743268 -0.431034 1.857602 -0.3 -0.9 0.8
S 1.860729 -2.004301 -0.602070 -0.3 1.7 -0.4
S -1.373215 0.478729 0.797518 0.1 0.6 -0.3
H 1.047990 1.482386 -1.151224 -0.9 0.0 -0.2
H 2.874474 -0.025604 -1.862205 -2.1 -1.0 0.9
H 0.055908 -1.908855 1.086225 -0.6 -1.7 0.7
H -3.388158 0.678064 -0.061161 1.1 0.2 0.0
H -0.351080 2.487186 2.209616 0.2 0.3 0.3